The following is a quantum chemistry calculation of a molecular structure, CH6N3 in a non-equilibrium geometry, from OMol25.

Last column: natural (NBO) charge in e.
Positions of all 10 atoms, in Å:
N -1.768 0.089 -0.029  -0.7604
H 1.857 -0.907 0.465  0.3842
C -0.510 -0.258 0.191  0.3438
H 0.579 1.270 -0.686  0.4248
N 1.898 0.003 -0.068  -0.6102
H -2.235 0.798 -0.702  0.4579
H -0.393 -1.546 0.556  0.2722
H 2.504 0.702 0.258  0.3979
N 0.567 0.406 -0.249  -0.3455
H -2.499 -0.557 0.264  0.4353

Cartesian forces, eV/Å:
-2.11 0.86 -1.24
0.81 1.67 -0.68
1.45 -2.85 -1.03
-0.99 2.00 -1.05
-1.61 -3.90 -0.26
2.00 -1.11 1.57
0.04 4.60 -0.68
0.52 1.06 0.99
-0.69 -2.36 2.26
0.57 0.02 0.11

As for the charge: +1. Its HOMO-LUMO gap is 9.8 eV. Its HOMO energy is -14.102 eV. The LUMO energy comes out at -4.3 eV.



The following is a quantum chemistry calculation of a molecular structure, CH6N3O2 in a non-equilibrium geometry, from OMol25.

Last column: Mulliken spin population.
Positions of all 12 atoms, in Å:
O 1.253 -1.191 0.039  0.1274
H -1.601 1.092 -0.191  -0.0334
H -1.791 -1.035 0.825  0.0147
C 0.665 1.036 0.117  0.3341
O 2.795 0.297 -0.016  0.4677
H -0.292 -1.412 -0.019  0.0003
H -1.825 -1.365 -0.827  0.0247
N -1.275 -0.935 -0.065  -0.0120
N 1.659 -0.035 0.023  0.1950
H 0.499 1.315 1.156  0.0171
H 0.866 1.869 -0.545  0.0089
N -0.953 0.364 -0.498  0.8555

Cartesian forces, eV/Å:
-0.90 -3.31 0.32
-0.76 -0.39 -0.10
0.11 0.27 -0.29
3.88 -0.35 0.22
4.04 1.14 -0.67
0.21 0.47 0.22
-0.04 -0.14 0.30
-0.60 -0.75 -0.59
-4.92 3.18 0.12
-1.03 -0.30 -0.01
0.37 0.03 0.05
-0.35 0.15 0.42

Its multiplicity is 3. As for the charge: +1. The expectation value of S² is 2.008. Its HOMO-LUMO gap (alpha / beta) is 6.9 / 5.2 eV. Its HOMO energy (alpha / beta) is -11.165 / -14.715 eV. The LUMO energy (alpha / beta) comes out at -4.3 / -9.5 eV.



The following is a quantum chemistry calculation of 2 unconnected molecules or ions with the total composition CH6N3S in a non-equilibrium geometry, from OMol25.

Last column: natural (NBO) charge in e.
Positions of all 11 atoms, in Å:
N 0.126 -1.475 0.565  -0.7423
H -0.375 -2.054 1.266  0.4459
H 0.630 -2.017 -0.196  0.4236
C -0.177 -0.258 0.284  0.6472
H -0.957 0.404 2.231  0.4674
N -0.777 0.558 1.168  -0.7675
S -0.141 1.461 -1.988  0.2953
N 0.261 0.185 -0.904  -0.7631
H 0.844 2.387 -1.680  0.1384
H 1.194 -0.669 -1.551  0.4359
H -0.630 1.478 0.804  0.4193

Cartesian forces, eV/Å:
0.80 -4.63 -0.15
0.73 0.93 -0.60
-1.17 0.77 1.62
-0.21 1.66 0.76
0.62 0.12 -3.01
-0.03 -0.35 0.67
0.16 0.31 1.18
4.06 -2.17 -3.99
-0.53 -0.76 0.01
-3.78 3.09 2.79
-0.66 1.01 0.72

As for the charge: +1. Its HOMO-LUMO gap is 9.7 eV. Its HOMO energy is -14.320 eV. The LUMO energy comes out at -4.6 eV.



The following is a quantum chemistry calculation of a molecular structure, CH6N4O2 in a non-equilibrium geometry, from OMol25.

Last column: natural (NBO) charge in e.
Positions of all 13 atoms, in Å:
H -0.633 -2.229 1.642  0.4047
H 2.141 1.860 1.022  0.5052
C -0.766 -0.487 0.638  0.7327
H -1.828 -1.162 2.263  0.3981
H 0.250 2.251 -1.078  -0.0181
N 0.270 -1.016 -0.147  -0.4498
O -1.416 0.462 0.187  -0.6319
N 1.510 0.894 -0.518  0.0421
O 1.544 1.053 0.822  -0.5277
N 0.997 -0.217 -0.894  -0.0571
H -0.303 2.458 -0.534  0.0133
H 1.572 -0.675 -1.581  0.4079
N -0.958 -1.301 1.698  -0.8194

Cartesian forces, eV/Å:
0.60 -0.81 -0.14
-1.54 -1.80 -1.08
0.46 0.87 -2.80
1.28 -0.16 -1.01
-1.55 1.02 1.18
0.87 -0.87 -0.72
0.25 -0.84 1.93
2.65 0.04 -1.31
-0.17 1.24 1.08
-0.82 -0.11 3.42
0.96 -0.18 -1.31
-0.39 0.12 -1.10
-2.59 1.48 1.87

As for the charge: 0. Its HOMO-LUMO gap (alpha / beta) is 8.7 / 8.4 eV. Its HOMO energy (alpha / beta) is -8.592 / -8.507 eV. The LUMO energy (alpha / beta) comes out at 0.1 / -0.1 eV.



The following is a quantum chemistry calculation of a molecular structure, CH6N4O3P in a non-equilibrium geometry, from OMol25.

Last column: natural (NBO) charge in e.
Positions of all 15 atoms, in Å:
H -0.717 0.933 -3.331  0.3388
H -1.175 1.000 0.085  0.4163
H 1.372 -0.991 0.716  0.4149
O 0.865 0.074 2.877  -1.0969
H -1.541 -0.110 -2.431  0.3350
H 0.074 0.837 1.293  0.3622
N -0.939 0.666 -2.350  -0.7340
N -0.263 0.887 0.318  -0.7717
O -1.670 -0.016 2.440  -1.1287
O -0.178 -1.807 1.407  -1.1342
H 1.976 -0.924 -0.821  0.3716
N 1.682 -0.357 -0.073  -0.8381
C 0.479 0.210 -0.531  0.5674
N 0.375 0.115 -1.819  -0.4658
P -0.338 -0.517 2.222  2.3632

Cartesian forces, eV/Å:
-0.16 -0.25 1.09
-3.19 0.61 -0.33
0.92 0.52 -0.93
-0.49 0.08 -0.42
-0.74 -1.21 -0.08
0.27 2.31 -1.36
2.35 1.23 0.02
2.47 0.22 1.79
-2.35 1.06 0.85
0.03 1.80 1.48
0.63 -0.78 -0.98
-1.37 0.28 2.34
2.90 -0.61 -3.10
-2.32 0.12 -0.84
1.06 -5.40 0.48

As for the charge: -1. Its HOMO-LUMO gap is 8.9 eV. Its HOMO energy is -4.912 eV. The LUMO energy comes out at 4.0 eV.



The following is a quantum chemistry calculation of CH6N4S in the gas phase in a non-equilibrium geometry, from OMol25.

Last column: natural (NBO) charge in e.
Positions of all 12 atoms, in Å:
H -1.937 -1.459 -1.040  0.0847
H -0.810 2.030 -0.497  0.3596
H 1.743 -2.158 -0.047  0.3282
H 1.567 1.115 -0.701  0.3933
N -0.673 -0.785 0.577  -0.8410
C 0.607 -0.401 0.156  0.5443
N 0.728 0.930 -0.291  -0.4502
H -0.295 1.724 1.122  0.3531
N 1.806 -1.072 -0.263  -0.7778
S -1.868 -0.231 -0.248  0.2408
H -0.832 -1.618 1.049  0.4079
N -0.035 1.926 0.183  -0.6429

Cartesian forces, eV/Å:
-0.48 2.10 0.44
0.16 0.30 1.40
-0.17 2.79 -0.54
2.71 0.71 -1.03
5.32 0.74 2.20
5.61 -1.10 -4.01
-2.02 -4.06 1.76
-0.66 0.29 0.64
-4.96 -1.05 3.22
-4.88 -1.10 -4.03
0.38 -1.52 1.16
-1.02 1.92 -1.21

As for the charge: 0. Its HOMO-LUMO gap is 8.8 eV. Its HOMO energy is -8.337 eV. The LUMO energy comes out at 0.5 eV.



The following is a quantum chemistry calculation of a molecular structure, CH6N5 in a non-equilibrium geometry, from OMol25.

Last column: natural (NBO) charge in e.
Positions of all 12 atoms, in Å:
H 0.782 -0.185 0.086  0.4359
H 1.813 -1.823 0.811  0.4260
H -1.112 2.192 -0.438  0.1997
C -0.179 1.722 -0.082  -0.0019
N -1.303 -0.409 0.057  -0.2437
N -3.593 -0.494 0.039  0.1164
N -0.284 0.506 0.127  -0.2602
H 2.611 -0.593 -0.092  0.4343
N -2.509 -0.323 0.008  0.2437
N 1.721 -1.126 0.082  -1.0154
H 0.725 2.316 0.014  0.2390
H 1.329 -1.783 -0.612  0.4263

Cartesian forces, eV/Å:
-0.43 -0.75 1.30
0.35 0.73 1.03
0.57 0.58 0.41
-2.91 2.59 -1.15
3.78 -1.37 -0.12
-2.46 -0.18 -0.16
1.11 -2.41 0.18
-0.98 -1.61 -0.31
-0.02 1.83 0.20
-0.19 0.20 -0.59
0.14 -0.58 0.01
1.05 0.98 -0.80

As for the charge: +1. Its HOMO-LUMO gap is 10.3 eV. Its HOMO energy is -14.490 eV. The LUMO energy comes out at -4.2 eV.



The following is a quantum chemistry calculation of a molecular structure, CH6N5 in a non-equilibrium geometry, from OMol25.

Last column: natural (NBO) charge in e.
Positions of all 12 atoms, in Å:
N 1.768 -0.090 -0.468  -0.6297
N -0.708 1.210 0.221  0.0472
C 0.860 -0.812 -0.351  0.7389
H -1.440 3.001 0.714  0.3909
N 0.521 -2.053 -0.225  -0.7607
N -1.537 1.981 0.722  -0.3869
N -0.820 -0.037 0.141  -0.5089
H 2.241 0.657 -0.849  0.4503
H 0.056 1.569 -0.501  0.3881
H 1.084 -2.870 -0.265  0.4474
H -0.360 -2.183 0.100  0.4108
H -1.664 -0.373 0.760  0.4125

Cartesian forces, eV/Å:
0.48 0.10 0.07
0.90 3.92 -2.86
-0.99 -0.66 0.92
1.00 -0.54 -0.68
0.92 -0.21 -0.60
-1.02 -0.47 1.29
-1.29 -2.79 1.39
1.07 1.47 -0.77
-1.12 -0.56 2.01
1.05 -0.13 -0.32
-3.01 -0.82 0.95
2.01 0.71 -1.41

As for the charge: +1. Its HOMO-LUMO gap is 10.4 eV. Its HOMO energy is -14.621 eV. The LUMO energy comes out at -4.2 eV.



The following is a quantum chemistry calculation of 2 unconnected molecules or ions with the total composition CH6NO in a non-equilibrium geometry, from OMol25.

Last column: natural (NBO) charge in e.
Positions of all 9 atoms, in Å:
N -0.083 -1.496 -1.438  -1.1508
H 1.212 0.877 0.877  0.0728
H 0.167 2.297 0.620  0.0779
O -0.789 0.472 0.468  -0.9908
H 0.100 1.335 2.147  0.0712
C 0.170 1.254 1.023  -0.1914
H -0.502 -0.644 -1.009  0.4409
H 0.426 -1.999 -0.735  0.3440
H -0.701 -2.095 -1.954  0.3264

Cartesian forces, eV/Å:
0.49 0.67 -0.65
0.17 0.06 -0.14
0.17 0.11 0.22
-0.02 0.02 0.00
-0.07 0.21 -0.18
-0.33 -0.38 -0.02
0.04 -0.47 0.33
-0.15 -0.17 0.25
-0.30 -0.06 0.19

As for the charge: -1. Its HOMO-LUMO gap is 7.2 eV. Its HOMO energy is -2.159 eV. The LUMO energy comes out at 5.0 eV.



The following is a quantum chemistry calculation of 2 unconnected molecules or ions with the total composition CH6NO in a non-equilibrium geometry, from OMol25.

Last column: Mulliken spin population.
Positions of all 9 atoms, in Å:
H 1.078 -0.498 -0.108  0.0011
N 1.545 -0.616 -1.022  0.0324
H 1.310 0.190 -1.560  -0.0009
C -1.456 0.312 0.363  -0.0226
O -0.185 0.329 0.890  0.8641
H -2.114 -0.457 0.804  0.0443
H -1.981 1.244 0.460  0.0012
H -1.450 0.064 -0.768  0.0824
H 2.554 -0.733 -0.966  -0.0022

Cartesian forces, eV/Å:
0.92 -0.34 -0.62
-0.42 -0.63 0.58
0.17 0.54 -0.47
-0.19 -0.52 -1.10
-0.92 -0.02 -0.11
0.51 -0.23 -0.02
-0.08 0.81 0.04
0.40 0.15 1.49
-0.39 0.25 0.22

Its multiplicity is 2. As for the charge: 0. The expectation value of S² is 0.754. Its HOMO-LUMO gap (alpha / beta) is 10.6 / 7.7 eV. Its HOMO energy (alpha / beta) is -9.606 / -9.564 eV. The LUMO energy (alpha / beta) comes out at 1.0 / -1.9 eV.



Values of energy above the lowest of the compared OMol25 structures with the same formula, charge and spin, in order: 74.26 65.79 37.60 106.38 34.43 53.97 66.88 66.67 1.96 19.13, all in kcal per mole.